Density functional theory data (the ωB97M-V functional and the def2-TZVPD basis) for 2 unconnected molecules or ions with the total composition C3H3N at a distorted geometry.

Summary:
Energy relative to the best compared isomer or geometry (same formula, charge and spin) (kcal per mole): 55.9
SMILES: C#C.C#N
Maximum force (eV/A): 3.29
Energy (Eh): -170.741069
Frontier orbital gap (eV): 11.2295

Last column: Löwdin charge in e.
Element x y z (Å)
C 1.87 -0.56 0.08  -0.038
C 1.40 0.52 0.25  -0.055
C -2.39 -0.15 0.00  -0.051
N -1.39 -0.11 0.60  0.064
H 2.68 -1.21 0.33  0.016
H 0.85 1.44 0.24  0.015
H -3.32 -0.12 -0.54  0.049

***

Density functional theory data (the ωB97M-V functional and the def2-TZVPD basis) for 2 unconnected molecules or ions with the total composition C3H3N2 at a distorted geometry.

Summary:
Net charge: +1
Energy relative to the best compared isomer or geometry (same formula, charge and spin) (kcal per mole): 109.9
Maximum force (eV/A): 2.70
Energy (Eh): -225.082708
Frontier orbital gap (spin up / spin down) (eV): 7.3630 / 8.7954

Last column: Löwdin charge in e.
Element x y z (Å)
C -1.95 -0.17 -0.11  -0.163
C 1.74 0.72 0.08  0.182
C -0.58 0.01 -0.34  0.093
N -3.10 -0.25 0.01  0.283
N 0.55 0.36 -0.24  0.111
H 2.42 1.01 -0.82  0.170
H 1.93 0.75 1.17  0.148
H -1.01 -2.42 0.24  0.176

***

Density functional theory data (the ωB97M-V functional and the def2-TZVPD basis) for a gas-phase ion, C3H3N2O (charge +1) at a distorted geometry.

Summary:
Net charge: +1
Energy relative to the best compared isomer or geometry (same formula, charge and spin) (kcal per mole): 158.8
SMILES: CC#[N+]C1=NO1
Maximum force (eV/A): 3.70
Energy (Eh): -300.316379
Frontier orbital gap (spin up / spin down) (eV): 7.3476 / 7.3482

Last column: Löwdin charge in e.
Element x y z (Å)
C -1.14 -0.68 -1.48  -0.404
C -0.16 0.01 0.29  0.116
C 0.75 0.49 1.24  0.091
N -1.19 -0.49 -0.06  0.361
N -1.31 -0.77 -2.71  0.377
O 0.05 -0.42 -1.96  0.046
H 1.41 1.19 0.93  0.096
H 1.38 -0.27 1.63  0.129
H 0.20 0.94 2.11  0.186

***

Density functional theory data (the ωB97M-V functional and the def2-TZVPD basis) for 2 unconnected molecules or ions with the total composition C3H3N2O at a distorted geometry.

Summary:
Spin multiplicity: 3
Net charge: +1
Energy relative to the best compared isomer or geometry (same formula, charge and spin) (kcal per mole): 44.9
Maximum force (eV/A): 11.05
Energy (Eh): -300.339696
Frontier orbital gap (spin up / spin down) (eV): 8.8359 / 6.0836

Last column: Löwdin charge in e.
Element x y z (Å)
C -4.76 0.20 -0.65  0.085
C -1.88 -0.92 0.08  -0.111
C 0.02 0.31 -0.22  0.025
N -2.83 -1.26 -0.42  0.330
N -0.66 -0.54 0.52  0.059
O -4.79 0.65 0.37  0.142
H 1.05 0.63 0.05  0.110
H -0.28 0.78 -1.14  0.095
H -0.21 -0.88 1.47  0.264

***

Density functional theory data (the ωB97M-V functional and the def2-TZVPD basis) for a gas-phase ion, C3H3N2O3 (charge -1) at a distorted geometry.

Summary:
Net charge: -1
Energy relative to the best compared isomer or geometry (same formula, charge and spin) (kcal per mole): 117.7
Maximum force (eV/A): 4.93
Energy (Eh): -451.247150
Frontier orbital gap (spin up / spin down) (eV): 6.0883 / 7.0435

Last column: Löwdin charge in e.
Element x y z (Å)
C -2.23 0.50 -0.12  0.142
C -3.59 -0.26 -0.07  -0.797
C 0.05 0.01 0.66  -0.248
N -1.09 0.76 0.14  0.082
N 0.30 -1.14 -0.16  -0.230
O -4.04 -0.14 1.04  0.018
O -4.08 -0.58 -1.12  0.010
O -0.72 -2.05 -0.13  -0.301
H 0.84 0.70 0.68  0.077
H -0.36 -0.20 1.73  0.159
H 0.52 -0.86 -1.11  0.089

***

Density functional theory data (the ωB97M-V functional and the def2-TZVPD basis) for 2 unconnected molecules or ions with the total composition C3H3N2OP at a distorted geometry.

Summary:
Energy relative to the best compared isomer or geometry (same formula, charge and spin) (kcal per mole): 70.2
Maximum force (eV/A): 5.13
Energy (Eh): -642.095980
Frontier orbital gap (spin up / spin down) (eV): 8.6406 / 8.6424

Last column: Löwdin charge in e.
Element x y z (Å)
C -0.16 -1.54 -2.44  -0.310
C -2.90 -1.99 -0.45  -0.252
C 0.32 -0.08 0.05  -0.160
N -0.27 -1.56 -3.57  0.149
N -3.97 -2.33 -0.23  -0.055
O 0.58 -2.74 -0.12  -0.303
P -0.24 -1.67 -0.67  0.728
H -0.04 0.76 -0.43  0.021
H -0.12 -0.01 1.03  0.050
H 1.49 -0.25 -0.11  0.133

***

Density functional theory data (the ωB97M-V functional and the def2-TZVPD basis) for 2 unconnected molecules or ions with the total composition C3H3N2OP at a distorted geometry.

Summary:
Energy relative to the best compared isomer or geometry (same formula, charge and spin) (kcal per mole): 58.0
SMILES: N#CP=C=N.C=O
Maximum force (eV/A): 3.63
Energy (Eh): -642.115494
Frontier orbital gap (eV): 8.5706

Last column: Löwdin charge in e.
Element x y z (Å)
C 3.70 -0.97 0.37  -0.572
C 3.14 1.32 -0.05  -0.532
C -0.03 -0.84 -0.28  -0.106
N 2.93 -1.84 0.35  0.053
N 2.23 1.84 -0.62  0.173
O 0.11 0.26 -0.69  -0.026
P 4.56 0.58 0.42  0.802
H 0.89 -1.25 0.18  0.041
H 1.19 1.83 -0.63  0.086
H -1.00 -1.31 -0.15  0.081

***

Density functional theory data (the ωB97M-V functional and the def2-TZVPD basis) for a molecular structure, C3H3N2OS at a distorted geometry.

Summary:
Net charge: -1
Energy relative to the best compared isomer or geometry (same formula, charge and spin) (kcal per mole): 0.0
Maximum force (eV/A): 4.37
Energy (Eh): -699.079754
Frontier orbital gap (eV): 7.2597

Last column: Löwdin charge in e.
Element x y z (Å)
C 1.24 0.15 -0.63  -0.192
C -0.54 1.25 -0.51  -0.285
C 0.43 -0.57 0.18  -0.485
N 0.59 1.25 -1.11  -0.007
N -0.75 0.11 0.30  -0.485
O 0.55 -1.84 0.76  -0.134
S -1.89 -0.55 1.41  0.418
H 2.22 -0.18 -1.11  0.104
H -1.41 1.97 -0.57  0.110
H -0.46 -1.59 1.28  -0.044

***

Density functional theory data (the ωB97M-V functional and the def2-TZVPD basis) for 2 unconnected molecules or ions with the total composition C3H3N2P at a distorted geometry.

Summary:
Energy relative to the best compared isomer or geometry (same formula, charge and spin) (kcal per mole): 51.8
Maximum force (eV/A): 5.20
Energy (Eh): -566.860882
Frontier orbital gap (eV): 9.0591

Last column: Löwdin charge in e.
Element x y z (Å)
C -0.84 1.46 0.03  -0.557
C -1.59 -1.36 -0.09  -0.299
C 1.27 -0.08 -0.21  -0.378
N -1.05 2.29 0.80  0.128
N -2.18 -2.18 0.44  -0.033
P -0.19 0.39 -1.18  0.974
H 0.88 -0.31 0.85  0.071
H 1.81 0.78 0.00  -0.003
H 1.88 -0.99 -0.66  0.096

***

Density functional theory data (the ωB97M-V functional and the def2-TZVPD basis) for 2 unconnected molecules or ions with the total composition C3H3N2S at a distorted geometry.

Summary:
Net charge: -1
Energy relative to the best compared isomer or geometry (same formula, charge and spin) (kcal per mole): 69.9
Maximum force (eV/A): 1.07
Energy (Eh): -623.747487
Frontier orbital gap (spin up / spin down) (eV): 6.7401 / 6.8391

Last column: Löwdin charge in e.
Element x y z (Å)
C 0.81 -0.70 0.47  -0.238
C 0.82 0.73 0.43  -0.233
C -1.08 0.02 -0.24  -1.175
N -0.33 -1.14 0.05  -0.018
N -0.32 1.17 -0.02  -0.010
S -2.75 0.03 -0.15  0.389
H 1.62 -1.36 0.74  0.075
H 1.63 1.39 0.69  0.074
H -0.40 -0.14 -1.97  0.137

***

Density functional theory data (the ωB97M-V functional and the def2-TZVPD basis) for a gas-phase ion, C3H3N2S (charge +1) at a distorted geometry.

Summary:
Net charge: +1
Energy relative to the best compared isomer or geometry (same formula, charge and spin) (kcal per mole): 11.7
SMILES: S=C1C=NC=[NH+]1
Maximum force (eV/A): 5.63
Energy (Eh): -623.475983
Frontier orbital gap (eV): 6.8960

Last column: Löwdin charge in e.
Element x y z (Å)
C -0.56 1.38 0.00  -0.086
C 0.81 -0.24 0.02  0.041
C -1.37 0.23 0.01  -0.668
N 0.69 1.11 -0.02  0.164
N -0.40 -0.80 -0.02  0.107
S -3.04 -0.04 0.00  0.977
H -1.11 2.30 -0.04  0.142
H 1.71 -0.68 0.05  0.125
H -0.52 -1.82 0.09  0.198

***

Density functional theory data (the ωB97M-V functional and the def2-TZVPD basis) for C3H3N3 in the gas phase at a distorted geometry.

Summary:
Energy relative to the best compared isomer or geometry (same formula, charge and spin) (kcal per mole): 0.0
SMILES: c1ncncn1
Maximum force (eV/A): 2.22
Energy (Eh): -280.380778
Frontier orbital gap (eV): 10.9659

Last column: Löwdin charge in e.
Element x y z (Å)
C -0.38 1.19 -0.27  -0.212
C -0.79 -0.96 -0.23  -0.210
C 1.18 -0.24 0.50  -0.199
H -0.71 2.25 -0.34  0.120
H -1.46 -1.78 -0.46  0.109
H 2.18 -0.44 0.91  0.116
N -1.23 0.25 -0.57  0.096
N 0.35 -1.27 0.34  0.090
N 0.87 1.03 0.21  0.089